Formula: CH7N3O2
Source: the OMol25 dataset
Level of theory: wB97M-V/def2-TZVPD

Structure (ORCA input):
```
! RIJCOSX wB97M-V def2-TZVPD def2/J DEFGRID3
* xyz 0 1
C -1.47 -0.57 0.31
N -0.47 -0.46 -0.74
O -0.83 0.62 -1.61
N 0.79 0.12 -0.28
N 0.88 1.04 0.76
O 1.75 -0.93 -0.17
H -2.40 -0.91 -0.16
H -1.72 0.39 0.79
H -1.16 -1.30 1.06
H 0.11 1.14 -1.19
H 1.77 1.52 0.70
H 0.92 0.52 1.64
H 1.83 -1.18 -1.11
*
```

Values from the calculation:
Structure (SMILES): CN(O)N(N)O
Highest occupied orbital energy: -9.0998 eV
Gap between HOMO and LUMO: 9.93 eV
Relative energy (zero: lowest compared OMol25 entry of this formula, charge and spin): 524.7 kJ/mol

Here are the natural (NBO) charges for atoms 1 to 2, given in e: -0.464 -0.016